Record 1
The following is a quantum chemistry calculation of C45H69BrN3O8SSiW as an isolated structure in a non-equilibrium geometry, from the Open Molecules 2025 dataset.

```
! RIJCOSX wB97M-V def2-TZVPD def2/J DEFGRID3
* xyz 1 1
W -0.28 0.76 -0.48
C 3.15 -2.06 -1.07
C 3.20 -0.60 -1.51
C 4.59 -0.25 -2.01
O 2.21 -0.35 -2.50
C 2.87 0.30 -0.30
O 3.70 0.54 0.53
O 1.63 0.81 -0.20
H 3.72 -2.67 -1.76
H 2.12 -2.41 -1.05
H 3.57 -2.18 -0.07
H 4.82 -0.86 -2.89
H 5.32 -0.46 -1.23
H 4.68 0.80 -2.28
H 2.15 -1.12 -3.07
O -2.22 2.25 2.79
C -1.33 2.24 1.70
O -0.77 1.00 1.40
C -1.97 2.74 0.37
O -2.25 3.87 0.11
O -2.08 1.72 -0.49
C -1.69 -4.35 0.12
C -1.99 -3.70 1.47
C -2.90 -4.66 2.27
C -2.77 -2.40 1.20
Si -0.41 -3.41 2.46
Br 0.58 -1.41 1.30
C -0.62 -2.74 4.22
C -1.89 -1.89 4.35
C -0.71 -3.93 5.19
C 0.55 -1.83 4.65
C 1.00 -4.67 2.20
C 1.44 -4.79 0.73
C 0.52 -6.06 2.67
C 2.24 -4.25 3.01
H -2.61 -4.42 -0.45
H -1.30 -5.37 0.24
H -0.98 -3.77 -0.47
H -3.78 -4.90 1.66
H -3.26 -4.21 3.20
H -2.40 -5.60 2.51
H -3.65 -2.64 0.60
H -2.18 -1.68 0.65
H -3.11 -1.92 2.12
H -2.80 -2.45 4.14
H -1.86 -1.01 3.70
H -1.96 -1.53 5.38
H -1.55 -4.59 4.95
H -0.88 -3.54 6.21
H 0.20 -4.51 5.22
H 0.63 -0.96 4.00
H 1.51 -2.34 4.64
H 0.36 -1.48 5.67
H 0.72 -5.31 0.12
H 2.37 -5.36 0.70
H 1.63 -3.81 0.30
H -0.33 -6.41 2.09
H 0.24 -6.07 3.73
H 1.34 -6.77 2.53
H 2.58 -3.25 2.72
H 3.04 -4.96 2.81
H 2.06 -4.26 4.08
C -0.57 -0.83 -4.01
C -1.60 -0.93 -2.87
C -2.66 0.16 -3.13
C -0.88 -0.76 -1.51
C -2.29 -2.31 -2.89
C -3.62 -2.44 -2.48
C -4.27 -3.66 -2.53
C -3.60 -4.80 -2.97
C -2.27 -4.69 -3.34
C -1.62 -3.46 -3.28
H -0.05 0.12 -3.94
H -1.08 -0.90 -4.97
H 0.17 -1.62 -3.97
H -2.17 1.04 -3.53
H -3.20 0.43 -2.23
H -3.37 -0.19 -3.88
H -0.65 -1.75 -1.14
H -4.17 -1.57 -2.13
H -5.30 -3.73 -2.22
H -4.11 -5.75 -3.02
H -1.72 -5.57 -3.66
H -0.57 -3.42 -3.56
C 1.82 3.63 -4.69
N 1.47 3.34 -3.31
C 2.56 2.78 -2.54
C 0.17 3.11 -2.98
N -0.29 2.07 -2.30
N -0.69 4.07 -3.42
C -2.14 3.91 -3.31
C -0.27 5.46 -3.57
H 2.30 2.76 -5.14
H 2.51 4.47 -4.74
H 0.93 3.87 -5.28
H 3.35 3.53 -2.46
H 2.95 1.88 -3.01
H 2.21 2.54 -1.54
H -1.27 2.25 -2.14
H -2.44 2.91 -3.60
H -2.61 4.60 -4.01
H -2.50 4.12 -2.30
H 0.78 5.57 -3.30
H -0.87 6.08 -2.90
H -0.42 5.81 -4.59
O 0.47 3.04 -0.02
S 0.36 4.54 0.17
C 2.04 5.03 0.44
C 2.36 6.36 0.21
C 3.66 6.78 0.42
C 4.63 5.87 0.83
C 4.30 4.54 1.03
C 3.00 4.10 0.84
C -0.29 4.60 1.85
C -0.37 3.23 2.43
C -1.33 3.05 3.61
C -1.90 4.31 4.17
C -1.63 5.51 3.65
C -0.85 5.66 2.40
H 1.60 7.05 -0.12
H 3.93 7.82 0.24
H 5.65 6.21 0.98
H 5.06 3.83 1.33
H 2.74 3.06 0.98
H 0.63 2.80 2.55
H -0.93 2.43 4.41
H -2.51 4.23 5.06
H -2.03 6.41 4.09
H -0.78 6.64 1.94
*
```

---

Record 2
The following is a quantum chemistry calculation of a 10-piece molecular cluster, C45H75FN3O12 overall in a non-equilibrium geometry, from the Open Molecules 2025 dataset.

```
! RIJCOSX wB97M-V def2-TZVPD def2/J DEFGRID3
* xyz 1 1
C 3.43 -0.96 2.19
C 2.41 -1.39 0.95
F 2.80 -2.80 0.58
C 0.83 -1.44 1.38
C 0.16 0.02 1.69
C -0.45 0.28 3.22
N -1.10 1.59 3.64
C -1.28 2.77 2.70
C -0.74 2.63 1.12
C -0.99 3.92 0.09
C -2.23 3.43 -0.91
C -3.69 3.36 -0.15
O -4.66 4.20 -0.60
N -4.05 2.48 1.03
C -4.00 1.00 0.71
C -4.22 0.31 -0.76
C -4.16 -1.36 -0.89
C -3.90 -2.36 0.41
C -3.66 -1.66 1.88
C -3.72 -0.02 1.98
C 0.02 1.25 0.57
C 0.61 1.10 -0.96
O 1.90 1.47 -1.18
O -0.14 0.65 -2.14
N 0.38 -0.46 -2.69
H 4.35 -1.72 2.15
H 2.90 -1.16 3.23
H 3.87 0.12 2.08
H 2.64 -0.74 0.01
H 0.18 -1.99 0.57
H 0.73 -2.08 2.37
H -0.36 -0.57 4.03
H -1.45 1.74 4.64
H -1.81 3.75 3.11
H 0.03 4.06 -0.49
H -1.25 4.91 0.66
H -2.28 4.15 -1.86
H -1.92 2.37 -1.30
H -5.06 2.68 1.24
H -4.44 0.97 -1.70
H -4.34 -1.91 -1.92
H -3.90 -3.55 0.31
H -3.48 -2.32 2.83
H -3.58 0.46 3.05
H 0.81 -0.14 -3.61
H -0.47 -1.01 -3.02
C -3.84 -2.63 -5.86
C -4.79 -2.96 -4.74
O -4.46 -2.85 -3.56
C -6.17 -3.44 -5.13
H -2.88 -2.30 -5.43
H -3.66 -3.52 -6.47
H -4.24 -1.82 -6.47
H -6.10 -4.36 -5.71
H -6.68 -2.66 -5.70
H -6.75 -3.64 -4.22
C 4.04 1.47 -2.69
C 4.74 1.14 -3.98
O 4.12 0.72 -4.95
C 6.23 1.33 -4.03
H 2.97 1.28 -2.80
H 4.43 0.84 -1.88
H 4.19 2.53 -2.45
H 6.72 0.70 -3.29
H 6.47 2.38 -3.85
H 6.60 1.05 -5.03
C 1.40 3.72 4.03
C 2.69 2.94 4.12
O 2.75 1.77 3.76
C 3.89 3.66 4.68
H 0.62 3.07 3.61
H 1.08 4.04 5.03
H 1.53 4.58 3.37
H 3.68 3.98 5.71
H 4.13 4.52 4.06
H 4.74 2.98 4.69
C 7.36 0.55 2.15
C 7.84 0.79 3.55
O 8.02 1.93 3.98
C 8.09 -0.41 4.42
H 7.22 1.51 1.64
H 8.10 -0.03 1.60
H 6.40 0.02 2.17
H 8.87 -1.04 3.97
H 7.17 -0.98 4.54
H 8.44 -0.09 5.41
C -5.16 -6.46 -2.01
C -5.14 -6.30 -0.51
O -4.52 -5.38 0.02
C -5.91 -7.30 0.30
H -4.56 -5.66 -2.47
H -4.73 -7.42 -2.29
H -6.18 -6.38 -2.38
H -5.52 -8.30 0.13
H -6.97 -7.26 0.03
H -5.81 -7.06 1.36
C 6.74 3.06 7.50
C 5.53 3.59 8.22
O 4.54 3.98 7.61
C 5.59 3.63 9.73
H 6.56 3.09 6.42
H 7.61 3.68 7.72
H 6.92 2.02 7.79
H 6.41 4.28 10.05
H 5.72 2.62 10.12
H 4.65 4.04 10.11
C -6.36 -8.80 -6.54
C -5.88 -8.56 -5.14
O -5.70 -7.42 -4.71
C -5.63 -9.77 -4.27
H -6.50 -7.84 -7.05
H -5.62 -9.38 -7.09
H -7.32 -9.33 -6.52
H -4.85 -10.39 -4.72
H -6.55 -10.34 -4.15
H -5.29 -9.44 -3.28
C -9.08 3.68 -3.55
C -7.79 2.91 -3.45
O -7.72 1.74 -3.82
C -6.59 3.62 -2.89
H -9.85 3.04 -3.97
H -9.39 4.00 -2.55
H -8.94 4.55 -4.20
H -6.79 3.94 -1.87
H -6.34 4.49 -3.52
H -5.73 2.94 -2.89
C 8.57 4.38 -1.87
C 7.39 3.79 -1.16
O 6.87 2.75 -1.55
C 6.86 4.53 0.04
H 8.84 3.75 -2.72
H 8.32 5.38 -2.25
H 9.43 4.44 -1.19
H 6.53 5.53 -0.25
H 7.64 4.58 0.81
H 6.00 3.98 0.45
*
```

---

Record 3
The following is a quantum chemistry calculation of a 10-piece molecular cluster, C45H80F3NO30 overall in a non-equilibrium geometry, from the Open Molecules 2025 dataset.

Output
- structure (SMILES) = CCO[C@@](CCCCn1cccc1)(CCC(F)=C(F)F)OC(=O)CC.COC(=O)OC.COC(=O)OC.COC(=O)OC.COC(=O)OC.COC(=O)OC.COC(=O)OC.COC(=O)OC.COC(=O)OC.COC(=O)OC

```
! RIJCOSX wB97M-V def2-TZVPD def2/J DEFGRID3
* xyz 0 1
C 3.84 0.63 1.57
C 2.49 0.91 0.91
O 2.29 0.19 -0.31
C 2.24 0.98 -1.48
C 0.96 1.87 -1.47
C 0.30 2.00 -2.85
C -0.83 0.97 -3.03
C -2.15 1.41 -2.37
N -2.41 0.65 -1.13
C -2.46 -0.69 -1.02
C -2.68 -1.00 0.29
C -2.78 0.24 0.96
C -2.61 1.25 0.07
C 3.54 1.80 -1.63
C 3.95 2.12 -3.09
C 3.76 3.54 -3.51
F 4.80 4.11 -4.19
C 2.63 4.30 -3.36
F 1.91 4.66 -4.41
F 2.20 4.78 -2.21
O 2.07 0.05 -2.57
C 2.03 -1.29 -2.23
O 0.97 -1.85 -2.03
C 3.31 -2.12 -2.19
C 4.59 -1.33 -1.89
H 3.95 -0.43 1.81
H 3.80 1.16 2.54
H 4.68 1.04 1.02
H 2.31 1.99 0.84
H 1.74 0.53 1.61
H 1.26 2.85 -1.12
H 0.29 1.44 -0.72
H 0.99 1.97 -3.69
H -0.19 2.99 -2.88
H -1.02 0.83 -4.10
H -0.45 0.03 -2.63
H -2.14 2.46 -2.08
H -2.99 1.26 -3.05
H -2.30 -1.34 -1.86
H -2.75 -1.98 0.73
H -2.94 0.34 2.03
H -2.62 2.31 0.26
H 4.37 1.31 -1.13
H 3.38 2.75 -1.10
H 3.49 1.48 -3.84
H 5.03 1.95 -3.16
H 3.44 -2.52 -3.20
H 3.18 -2.98 -1.54
H 5.44 -2.01 -1.94
H 4.76 -0.59 -2.66
H 4.59 -0.91 -0.89
C 8.19 2.67 -9.97
O 7.35 3.71 -9.46
C 7.23 3.71 -8.13
O 7.75 2.93 -7.38
O 6.42 4.71 -7.79
C 6.20 4.84 -6.38
H 8.21 2.78 -11.06
H 9.21 2.78 -9.59
H 7.79 1.69 -9.72
H 7.14 5.03 -5.86
H 5.73 3.95 -6.00
H 5.53 5.68 -6.23
C -5.95 -3.82 3.82
O -7.03 -2.91 3.60
C -6.77 -1.99 2.67
O -5.76 -1.90 2.03
O -7.84 -1.20 2.56
C -7.70 -0.17 1.58
H -6.26 -4.52 4.59
H -5.73 -4.37 2.91
H -5.06 -3.29 4.17
H -7.55 -0.59 0.59
H -6.87 0.50 1.83
H -8.62 0.41 1.58
C -10.23 5.46 3.94
O -9.61 4.18 3.79
C -10.37 3.16 4.18
O -11.49 3.24 4.63
O -9.68 2.04 3.99
C -10.38 0.85 4.37
H -9.52 6.20 3.59
H -11.13 5.53 3.33
H -10.46 5.66 4.99
H -11.29 0.73 3.78
H -10.62 0.86 5.43
H -9.73 0.01 4.17
C -2.01 -1.90 -5.09
O -2.77 -0.87 -5.74
C -3.39 -1.27 -6.85
O -3.36 -2.37 -7.32
O -4.05 -0.22 -7.35
C -4.77 -0.51 -8.55
H -1.56 -1.45 -4.21
H -2.66 -2.71 -4.78
H -1.22 -2.26 -5.74
H -5.52 -1.27 -8.38
H -4.09 -0.82 -9.34
H -5.26 0.42 -8.85
C 4.19 2.06 7.76
O 4.72 2.10 6.43
C 4.95 3.32 5.96
O 4.75 4.35 6.54
O 5.44 3.20 4.72
C 5.73 4.45 4.09
H 4.05 1.02 8.02
H 4.89 2.51 8.46
H 3.23 2.57 7.80
H 6.49 4.99 4.64
H 4.83 5.05 3.98
H 6.11 4.21 3.10
C -3.58 -5.06 -0.14
O -3.40 -5.54 1.19
C -2.54 -6.55 1.30
O -1.92 -7.06 0.41
O -2.47 -6.89 2.59
C -1.57 -7.97 2.87
H -4.30 -4.25 -0.10
H -2.64 -4.68 -0.54
H -3.97 -5.85 -0.79
H -0.55 -7.71 2.59
H -1.89 -8.87 2.35
H -1.61 -8.16 3.94
C -2.85 -12.21 8.29
O -3.93 -11.30 8.08
C -3.69 -10.37 7.16
O -2.68 -10.25 6.52
O -4.77 -9.60 7.06
C -4.65 -8.55 6.09
H -3.17 -12.91 9.06
H -2.63 -12.76 7.38
H -1.96 -11.68 8.64
H -4.49 -8.96 5.10
H -3.83 -7.88 6.36
H -5.58 -7.99 6.10
C 2.75 -4.75 9.81
O 3.28 -4.72 8.48
C 3.50 -3.49 8.01
O 3.31 -2.46 8.60
O 3.99 -3.61 6.78
C 4.28 -2.36 6.15
H 2.61 -5.79 10.07
H 3.45 -4.30 10.51
H 1.79 -4.24 9.86
H 5.04 -1.82 6.71
H 3.38 -1.76 6.05
H 4.67 -2.58 5.16
C 4.11 11.85 -7.75
O 5.08 11.10 -8.47
C 5.13 9.81 -8.14
O 4.44 9.27 -7.32
O 6.07 9.22 -8.87
C 6.23 7.83 -8.62
H 4.17 12.88 -8.11
H 3.11 11.47 -7.95
H 4.32 11.84 -6.68
H 5.31 7.29 -8.85
H 6.52 7.65 -7.59
H 7.02 7.47 -9.27
*
```

---

Number 1: LUMO level -3.65 eV, Kohn-Sham gap 7.2 eV. Number 2: LUMO level -4.55 eV, Kohn-Sham gap 5.7 eV. Number 3: LUMO level -0.26 eV, Kohn-Sham gap 7.7 eV.